(1)
Formula: C4H12O3
Source: the OMol25 dataset
Level of theory: the ωB97M-V functional and the def2-TZVPD basis

Properties
ΔE to the lowest compared entry with this formula, charge and spin = 102.7 kJ/mol
SMILES string = C/C=C(/C)O.O.O
net charge = 0

Last column: natural (NBO) charge in e.
CARTESIAN COORDINATES (ANGSTROEM)
1 O -0.737739 2.323645 -2.229254  -0.9357
2 O -1.999325 -0.961192 0.627888  -0.6896
3 O 2.554221 3.996573 0.049454  -0.9355
4 C -0.152416 -2.530419 -1.100433  -0.6412
5 C -0.135237 -0.237983 2.052046  -0.6856
6 C 0.255911 -1.643930 0.052062  -0.2914
7 C -0.636853 -1.047018 0.837063  0.3107
8 H 1.262497 -1.757530 0.440705  0.2049
9 H 0.317186 -3.512609 -1.044583  0.2134
10 H 0.274173 -0.891454 2.820811  0.2255
11 H -0.107386 2.017582 -2.892425  0.4659
12 H -0.885594 0.492248 2.347443  0.2168
13 H 2.176087 3.122795 -0.101481  0.4679
14 H -1.246455 1.517777 -2.075956  0.4701
15 H 0.137342 -2.124719 -2.074851  0.2056
16 H -2.357350 -1.016229 1.511491  0.4760
17 H 0.746982 0.291850 1.694161  0.2318
18 H 1.768533 4.530491 0.211968  0.4678
19 H -1.234573 -2.569882 -1.126102  0.2226

Cartesian forces (eV/Å) of the 3 atoms listed first:
O 0.09 -0.48 -0.19
O 0.73 -0.48 -0.51
O -0.31 -0.12 0.05

(2)
Formula: C4H12O3
Source: the OMol25 dataset
Level of theory: the ωB97M-V functional and the def2-TZVPD basis

Properties
ΔE to the lowest compared entry with this formula, charge and spin = 38.4 kJ/mol
SMILES string = CC(C)C=O.O.O
net charge = 0

Last column: natural (NBO) charge in e.
CARTESIAN COORDINATES (ANGSTROEM)
1 O 0.328170 1.462547 -2.441541  -0.9840
2 O 0.225070 -1.310822 -1.783136  -0.5748
3 O -0.454933 2.447220 0.118150  -0.9870
4 C -0.295540 -1.546266 -0.698975  0.4838
5 C 1.211867 -0.159167 0.746506  -0.5998
6 C -0.836431 -1.317721 1.736500  -0.6093
7 C -0.237078 -0.646556 0.491273  -0.3735
8 H -1.867517 -1.584851 1.589113  0.2117
9 H -0.776371 0.205473 0.230687  0.2624
10 H -0.855376 -2.481913 -0.533323  0.1122
11 H -0.809393 -0.622004 2.620151  0.2259
12 H 0.615690 1.625996 -3.395913  0.4874
13 H 1.179861 0.607939 1.591645  0.2288
14 H 1.838943 -1.016693 0.993907  0.2031
15 H -0.166099 2.194545 -0.817360  0.5034
16 H -0.259180 -2.246682 2.073368  0.2057
17 H -0.702240 3.434900 -0.012638  0.4712
18 H 1.603749 0.432699 -0.138327  0.2326
19 H 0.256810 0.521354 -2.370089  0.5003

Cartesian forces (eV/Å) of the 3 atoms listed first:
O 0.67 1.59 -2.27
O -0.74 -0.27 1.07
O -0.22 2.35 -1.93

no.,frontier orbital gap (eV),electronic energy (eV),highest occupied orbital energy (eV)
1,9.301,-10484.0750,-8.80
2,10.835,-10484.7409,-10.12